{
  "formula": "C28H76Cl12O32P8",
  "method": "wB97M-V/def2-TZVPD",
  "de_lowest_kj_mol": 31.1,
  "smiles": "COP(=O)(OC)OC.COP(=O)(OC)OC.COP(=O)(OC)OC.COP(=O)(OC)OC.COP(=O)(OC)OC.COP(=O)(OC)OC.COP(=O)(OC)OC.COP(=O)(OC)OC.ClC(Cl)Cl.ClC(Cl)Cl.ClC(Cl)Cl.ClC(Cl)Cl",
  "e_lumo_ev": 0.04,
  "total_energy_ha": -11774.00044,
  "largest_force_ha_per_bohr": 0.058,
  "species": ["C", "Cl", "Cl", "Cl", "H", "C", "Cl", "Cl", "Cl", "H", "C", "Cl", "Cl", "Cl", "H", "C", "Cl", "Cl", "Cl", "H", "C", "O", "P", "O", "O", "C", "O", "C", "H", "H", "H", "H", "H", "H", "H", "H", "H", "C", "O", "P", "O", "O", "C", "O", "C", "H", "H", "H", "H", "H", "H", "H", "H", "H", "C", "O", "P", "O", "O", "C", "O", "C", "H", "H", "H", "H", "H", "H", "H", "H", "H", "C", "O", "P", "O", "O", "C", "O", "C", "H", "H", "H", "H", "H", "H", "H", "H", "H", "C", "O", "P", "O", "O", "C", "O", "C", "H", "H", "H", "H", "H", "H", "H", "H", "H", "C", "O", "P", "O", "O", "C", "O", "C", "H", "H", "H", "H", "H", "H", "H", "H", "H", "C", "O", "P", "O", "O", "C", "O", "C", "H", "H", "H", "H", "H", "H", "H", "H", "H", "C", "O", "P", "O", "O", "C", "O", "C", "H", "H", "H", "H", "H", "H", "H", "H", "H"],
  "xyz": [[-3.07804, 0.98240, -5.93726], [-1.34437, 0.64974, -5.68875], [-3.29519, 1.72333, -7.54302], [-3.71352, 2.06727, -4.69577], [-3.57087, -0.00328, -5.92105], [-6.55431, 0.96838, -0.46571], [-7.15142, 2.48857, 0.13650], [-6.05947, 1.16838, -2.09571], [-7.75062, -0.33582, -0.31854], [-5.72143, 0.65602, 0.12612], [3.09914, -3.53594, 0.30743], [3.34866, -2.10987, -0.68051], [2.47587, -4.92771, -0.76248], [2.06099, -3.21938, 1.69669], [4.09422, -3.86587, 0.63605], [-0.13403, 0.05805, -1.68796], [-1.28587, 1.33863, -1.91376], [-0.20579, -0.61280, -0.07278], [1.57077, 0.66167, -1.94065], [-0.18436, -0.72182, -2.44168], [-5.45353, -3.82824, -0.50782], [-4.31687, -3.32336, -1.16429], [-3.35960, -2.26679, -0.55939], [-4.10835, -1.16605, 0.05690], [-2.45246, -2.99145, 0.51007], [-1.44798, -3.90225, 0.06027], [-2.42554, -2.02862, -1.81356], [-3.03783, -1.55072, -3.06315], [-5.18806, -4.08549, 0.53497], [-5.73385, -4.72305, -1.03461], [-6.25437, -3.10328, -0.49634], [-1.34941, -4.63623, 0.84327], [-0.53142, -3.35477, -0.13420], [-1.72025, -4.39099, -0.89477], [-4.05571, -1.89345, -3.25016], [-2.38978, -1.89992, -3.90078], [-3.05183, -0.46837, -3.05437], [6.01530, -2.99471, -3.29542], [5.03385, -2.20228, -3.94058], [5.44420, -0.68353, -4.25828], [6.75186, -0.44961, -4.77158], [4.31581, -0.25904, -5.23069], [2.91066, -0.31240, -4.95190], [5.16029, -0.04942, -2.85405], [5.58517, 1.23768, -2.49623], [6.91903, -3.00064, -3.88490], [5.55484, -3.98474, -3.14839], [6.19204, -2.48314, -2.35222], [2.67832, -1.13628, -4.26626], [2.40322, -0.46445, -5.89399], [2.55638, 0.60734, -4.54097], [4.83854, 1.89241, -2.92520], [6.57233, 1.37504, -2.91584], [5.41738, 1.31354, -1.46447], [3.22218, 1.35997, 1.22351], [3.98994, 2.24673, 2.01176], [3.47399, 2.78145, 3.39456], [3.26389, 1.74674, 4.42352], [4.50844, 3.88800, 3.82630], [5.69537, 3.54289, 4.51199], [2.24435, 3.64388, 3.03471], [1.40510, 4.17015, 4.07215], [2.22958, 1.77468, 1.08933], [3.08421, 0.48766, 1.85742], [3.81241, 1.11238, 0.36194], [5.94626, 4.34302, 5.19452], [6.44954, 3.38401, 3.72691], [5.56912, 2.61635, 5.06915], [1.22193, 3.40520, 4.80903], [0.42381, 4.44866, 3.67418], [1.90997, 5.04335, 4.48436], [0.40704, -0.06746, 3.76620], [0.19549, -0.51472, 5.13380], [-0.74263, 0.30811, 6.05477], [-0.93236, -0.32955, 7.35712], [-0.11536, 1.75754, 6.01019], [1.01260, 1.85915, 6.87485], [-2.06127, 0.54271, 5.24085], [-3.28433, 0.81891, 5.95301], [0.59883, 0.99949, 3.76413], [-0.45937, -0.38935, 3.14083], [1.33109, -0.59641, 3.49531], [1.78384, 2.24536, 6.24634], [1.28555, 0.89366, 7.26752], [0.77548, 2.52548, 7.70027], [-4.07891, 0.17198, 5.65863], [-3.54968, 1.85448, 5.72370], [-3.13181, 0.70778, 7.04480], [-2.99697, 1.27400, 2.06117], [-2.40171, 2.45406, 2.65899], [-2.90053, 3.87293, 2.29007], [-3.90910, 3.81385, 1.23457], [-3.39959, 4.48360, 3.67362], [-2.40256, 4.71420, 4.64678], [-1.55840, 4.67591, 2.06618], [-0.99878, 4.77538, 0.73519], [-2.45818, 0.41995, 2.48065], [-2.72415, 1.27640, 1.01114], [-4.06732, 1.17324, 2.25885], [-2.95560, 4.98516, 5.57118], [-1.73060, 5.50883, 4.32207], [-1.89438, 3.74942, 4.82705], [-1.08541, 3.80210, 0.24905], [0.00386, 5.09818, 0.98399], [-1.59378, 5.45278, 0.12652], [2.69661, 4.72359, -2.25466], [1.40600, 5.14203, -2.01314], [0.64395, 6.14829, -2.89716], [1.48699, 7.22339, -3.36543], [-0.42405, 6.56050, -1.80912], [-1.18206, 7.73924, -2.01366], [-0.15903, 5.42222, -4.01847], [-0.96262, 4.25997, -3.83626], [3.20116, 5.66506, -2.40055], [2.70508, 4.16515, -3.18721], [3.02815, 4.12791, -1.41053], [-1.88045, 7.54324, -2.81803], [-0.52466, 8.60960, -2.22384], [-1.74252, 7.89041, -1.10317], [-1.02761, 3.66087, -4.74676], [-1.93847, 4.67588, -3.63678], [-0.60949, 3.58380, -3.03112], [-1.69162, -3.22592, -7.35141], [-1.15649, -2.42225, -6.36065], [0.08581, -2.82380, -5.50215], [0.30709, -1.91868, -4.36131], [1.18475, -2.91938, -6.65151], [2.41429, -3.55632, -6.50829], [-0.13935, -4.30780, -5.03188], [-0.51063, -4.64658, -3.72671], [-2.68822, -2.87345, -7.57483], [-1.77256, -4.28163, -7.18148], [-1.02309, -3.08641, -8.23732], [2.66352, -4.06712, -7.43430], [2.38723, -4.23448, -5.68191], [3.11235, -2.74409, -6.34365], [-0.08583, -3.92515, -3.03203], [-0.11810, -5.62648, -3.52497], [-1.57291, -4.63313, -3.68407], [-1.79027, -3.26910, 3.86845], [-1.65676, -4.57638, 4.36567], [-0.35395, -5.39080, 4.12207], [0.91323, -4.67395, 4.14006], [-0.51839, -6.53544, 5.21738], [-0.24819, -6.30119, 6.59207], [-0.65517, -5.99974, 2.68502], [0.28118, -6.83594, 2.11563], [-2.81294, -3.09956, 3.50566], [-1.14201, -3.13235, 3.02214], [-1.48040, -2.54902, 4.61465], [0.80398, -6.17286, 6.74171], [-0.65638, -7.18255, 7.10072], [-0.88424, -5.44420, 6.85748], [0.69556, -7.49106, 2.88687], [1.07922, -6.24109, 1.66804], [-0.17152, -7.48822, 1.37786]],
  "atomic_forces_ev_per_a": [[0.5, -0.2, -0.4], [-0.3, 0.2, 0.2], [-0.1, -0.3, 0.3], [0.0, -0.4, -0.1], [0.0, 0.7, 0.1], [-0.4, -0.2, 0.6], [-0.3, 0.3, 0.4], [0.5, -0.1, -1.2], [-0.2, 0.0, 0.0], [0.5, -0.1, 0.2], [0.3, -0.7, -0.4], [-0.1, 0.0, -0.1], [0.2, 1.0, 0.9], [0.3, -0.4, -0.5], [-0.6, 0.0, 0.1], [1.6, 0.0, -0.1], [-0.2, -0.1, 0.0], [-0.1, 0.0, 0.2], [-0.5, 0.2, 0.1], [-0.6, 0.0, 0.0], [0.1, -0.2, 1.2], [-0.1, -1.1, -1.3], [-0.5, 1.0, 0.8], [0.4, 0.3, -0.1], [0.0, 0.3, -0.5], [0.0, -0.4, -0.7], [-0.4, 0.3, -0.7], [0.8, -0.3, -0.5], [-0.3, 0.0, -0.4], [-0.3, -0.3, -0.2], [-0.2, 0.2, -0.1], [0.3, -0.2, 0.1], [0.2, 0.0, 0.2], [-0.1, 0.1, 0.5], [0.1, -0.3, 0.5], [-0.3, 0.3, 0.8], [0.1, 0.2, 0.1], [-0.6, 0.1, 0.6], [-0.3, 0.7, -1.0], [-2.1, -1.7, 0.9], [2.5, 0.4, -0.9], [-0.6, 0.6, -0.7], [0.1, -0.9, 0.1], [-0.7, -1.2, 0.6], [-0.8, 0.1, -1.6], [0.3, -0.3, -0.1], [0.5, 0.4, 0.0], [0.4, -0.5, 0.4], [0.0, 0.2, -0.2], [0.0, -0.2, -0.2], [0.0, 0.7, 0.4], [0.2, 0.8, -0.4], [0.3, 0.6, 0.5], [0.7, 0.2, 1.6], [-0.5, -0.6, 1.5], [0.8, 1.3, 0.0], [0.7, -0.8, 1.1], [-0.1, 0.1, -0.3], [-0.5, 0.3, -0.3], [0.6, -0.7, -0.5], [-1.3, 0.5, -0.9], [-0.2, 0.3, 0.0], [-0.1, 0.1, -0.8], [-0.1, -0.6, -0.3], [-0.2, 0.0, -0.5], [0.1, 0.2, -0.1], [0.2, 0.2, 0.6], [-0.1, 0.0, 0.1], [0.1, -0.1, 0.3], [0.4, 0.0, -0.3], [-0.1, 0.0, 0.2], [0.3, -1.1, 0.3], [0.1, -0.5, -1.1], [-0.7, -0.2, 0.6], [0.2, 0.2, 0.1], [-0.7, 0.2, 0.4], [0.1, 0.5, 0.2], [-0.8, -0.4, -0.4], [0.7, 1.0, 0.9], [-0.2, 0.2, -0.2], [0.7, 0.4, 0.4], [-0.4, 0.2, -0.3], [0.9, 0.2, 0.1], [0.3, -0.3, 0.2], [0.0, 0.1, 0.0], [-0.3, -0.6, -0.5], [-0.1, -0.1, 0.1], [0.0, 0.0, -0.6], [1.0, -0.3, 0.1], [0.4, -1.7, 0.5], [-0.9, 0.4, 0.1], [0.0, 0.6, -0.2], [-0.3, 0.1, -1.1], [-0.3, -0.5, 1.3], [-0.5, 0.3, -0.1], [-0.6, -0.4, 0.6], [-0.3, 0.2, 0.3], [-0.6, 0.0, -0.3], [0.2, 0.3, -0.2], [0.6, 0.0, -0.5], [0.0, -0.1, 0.2], [0.3, 0.6, 0.1], [0.6, -0.1, 0.0], [0.2, 0.0, -0.9], [0.3, 0.3, 0.2], [0.7, 0.3, -0.9], [-2.0, -1.6, 1.4], [-0.4, 0.9, 0.9], [0.5, 1.0, -1.0], [0.0, -0.3, 0.3], [0.1, 0.4, -0.2], [0.7, -0.6, -1.0], [-0.3, -0.3, 0.5], [1.3, -0.1, 0.1], [0.4, -0.4, 0.0], [0.2, 0.1, 0.0], [-0.2, 0.4, -0.3], [-0.5, -0.6, 0.0], [-0.1, 0.2, 0.2], [0.3, 0.4, -0.1], [-0.6, -0.5, 0.4], [-0.1, 0.7, -0.3], [0.5, 0.2, -2.7], [-0.3, 0.5, 1.6], [0.7, 0.4, 0.2], [0.0, 0.0, -0.5], [-2.3, 0.3, 0.2], [1.1, 0.5, -0.1], [0.7, -0.2, -1.6], [0.5, 0.4, 0.7], [-0.2, 0.3, -0.1], [0.3, -0.6, 0.8], [-0.8, -0.3, 0.3], [-0.1, -0.1, 0.0], [0.3, -0.5, 0.5], [0.7, -0.3, 0.2], [-0.1, 0.0, 0.2], [0.1, -0.4, 0.1], [-1.0, -0.1, 0.4], [-0.3, 0.9, -0.6], [-0.7, -0.3, 0.6], [0.0, -0.3, 0.5], [0.5, 0.3, 0.3], [0.1, -0.4, -2.0], [-1.6, 0.1, 0.0], [-1.7, 0.4, 1.1], [1.6, -1.1, -0.2], [0.2, -0.1, 0.4], [0.4, 0.1, -0.6], [-0.2, 0.1, 0.3], [0.5, 0.3, 0.3], [0.4, 0.2, 0.1], [0.7, 0.0, 0.5], [0.3, 0.0, -0.2], [0.1, -0.2, -0.1], [-0.3, 0.1, -0.2]]
}